The following is a quantum chemistry calculation of the molecule C20H17BN4O3S, from the Open Molecules 2025 dataset.

Cartesian coordinates (Å):
H1 6.567 -1.111 -5.240
C1 -0.850 0.175 1.254
H2 5.897 2.760 -5.856
H3 -0.840 -3.031 0.058
B1 5.950 1.427 -4.412
C2 -7.689 0.694 4.236
H4 2.874 -3.633 -2.369
C3 -2.758 0.463 2.845
C4 5.795 -1.124 -4.501
C5 4.415 0.127 -3.011
H5 -4.901 -1.005 3.458
H6 -8.672 0.529 4.649
C6 5.418 0.058 -3.922
C7 2.320 0.010 -0.779
C8 -6.849 -0.362 3.941
H7 -2.270 -1.515 1.314
H8 -1.353 1.937 2.305
C9 0.365 0.618 0.765
C10 1.110 -0.266 -0.026
N1 5.201 -2.257 -4.216
H9 3.997 -4.255 -3.452
H10 -3.269 2.355 3.313
C11 -0.548 -2.008 0.286
O1 5.352 2.024 -5.561
O2 6.858 2.099 -3.598
N2 -3.611 1.407 3.429
C12 4.230 -2.223 -3.247
C13 -5.530 -0.145 3.639
H11 -7.246 -1.362 3.966
C14 2.725 -1.011 -1.614
C15 -4.997 1.174 3.604
C16 0.657 -1.567 -0.223
H12 0.795 1.588 0.989
S1 1.747 -2.390 -1.299
H13 2.756 0.998 -0.798
N3 -1.621 0.962 2.168
C17 -1.333 -1.143 0.954
C18 3.782 -1.044 -2.635
H14 -7.883 2.756 4.446
C19 -5.885 2.208 3.833
C20 -7.198 1.977 4.163
H15 4.129 1.084 -2.642
O3 -2.991 -0.734 2.828
H16 -5.467 3.196 3.814
H17 7.180 2.991 -3.857
N4 3.641 -3.431 -2.998

The calculation puts the HOMO energy at -7.569 eV. The calculation puts the relative energy (zero: lowest compared OMol25 entry of this formula, charge and spin) at 93.1 kJ/mol. The spin multiplicity is 1. The value obtained for the frontier orbital gap is 7.7 eV. Its SMILES is Nc1ncc(B(O)O)cc1-c1cc2cc(NC(=O)Nc3ccccc3)ccc2s1. The energy comes out at -44633.600 eV.

=====

The following is a quantum chemistry calculation of a cluster of 10 separate species, C11H40N14O13S in total, from the Open Molecules 2025 dataset.

Cartesian coordinates (Å):
O1 1.625 -5.370 3.810
H1 6.805 0.848 2.207
H2 -1.011 0.685 3.856
O2 0.159 2.922 -6.222
H3 4.451 -1.015 2.890
H4 -2.985 -0.601 -1.122
N1 -3.887 -1.048 -1.208
H5 -3.322 2.331 0.019
H6 -6.659 2.976 0.810
O3 0.619 0.408 1.112
H7 -3.045 0.210 3.386
H8 4.932 -0.359 1.280
H9 3.749 -3.754 -2.578
H10 -2.358 -1.060 4.502
N2 0.255 3.994 2.152
H11 3.043 -2.202 -2.243
C1 1.383 -4.501 2.935
N3 3.855 -2.754 -2.480
C2 0.568 4.789 1.178
H12 -0.757 2.557 -3.347
N4 -1.559 -1.369 -4.541
N5 -3.625 3.195 0.446
H13 -0.179 -4.005 -3.481
C3 -2.712 -0.034 4.395
O4 1.962 0.431 -0.759
H14 -4.064 1.532 5.371
O5 1.056 5.878 1.474
H15 1.245 -2.597 2.347
N6 -0.927 2.742 -4.326
H16 1.257 -5.645 1.292
H17 2.146 2.500 -4.720
S1 0.648 0.072 -0.276
C4 -4.039 -2.286 -0.793
H18 0.438 5.043 -0.733
H19 1.059 1.902 -3.427
H20 3.394 0.925 2.211
H21 -2.098 -2.173 -0.260
N7 -2.940 -2.731 -0.263
H22 3.876 -0.575 -2.478
N8 -5.710 2.734 0.563
O6 4.236 1.040 2.658
C5 -3.744 0.490 5.392
H23 1.413 -3.982 0.972
H24 -2.339 -1.185 -5.156
N9 -0.307 -3.027 -3.698
H25 -4.481 -0.755 -1.971
N10 1.403 -3.228 3.120
C6 0.156 2.706 -5.049
H26 -2.898 3.819 0.766
N11 0.253 4.362 -0.011
H27 0.250 4.211 3.139
H28 -4.569 -0.222 5.381
O7 -1.994 -3.423 -5.212
C7 -1.354 -2.690 -4.479
H29 7.015 -0.763 2.290
C8 4.945 -0.202 2.358
C9 4.754 -2.133 -3.248
H30 -3.440 0.283 6.419
O8 -1.562 0.688 4.642
H31 1.336 -2.859 4.058
H32 -1.289 -0.671 -3.863
O9 -0.459 0.675 -0.958
C10 6.371 -0.003 2.732
O10 -4.785 4.176 2.081
H33 -1.831 2.969 -4.714
C11 -4.714 3.372 1.180
H34 -3.128 -3.591 0.232
H35 4.906 -0.120 -3.734
O11 0.474 -1.349 -0.532
N12 1.286 -4.706 1.664
O12 -4.966 -3.002 -0.851
H36 -5.348 1.869 0.187
H37 0.154 3.021 1.899
N13 1.233 2.348 -4.316
H38 -0.075 3.415 -0.143
H39 6.518 -0.139 3.804
H40 -0.169 -2.386 -2.929
N14 4.671 -0.824 -3.050
O13 5.426 -2.777 -4.036

The calculation puts the HOMO energy at -3.105 eV. The calculation puts the relative energy (zero: lowest compared OMol25 entry of this formula, charge and spin) at 73.9 kJ/mol. The spin multiplicity is 1. The value obtained for the frontier orbital gap is 7.1 eV. As for the total charge: -2. The energy comes out at -70377.116 eV.

=====

energy of number 2 (C11H40N14O13S)?
-70377.116 eV

=====

Copy entry 1 word for word.
The following is a quantum chemistry calculation of the molecule C20H17BN4O3S, from the Open Molecules 2025 dataset.

Cartesian coordinates (Å):
H1 6.567 -1.111 -5.240
C1 -0.850 0.175 1.254
H2 5.897 2.760 -5.856
H3 -0.840 -3.031 0.058
B1 5.950 1.427 -4.412
C2 -7.689 0.694 4.236
H4 2.874 -3.633 -2.369
C3 -2.758 0.463 2.845
C4 5.795 -1.124 -4.501
C5 4.415 0.127 -3.011
H5 -4.901 -1.005 3.458
H6 -8.672 0.529 4.649
C6 5.418 0.058 -3.922
C7 2.320 0.010 -0.779
C8 -6.849 -0.362 3.941
H7 -2.270 -1.515 1.314
H8 -1.353 1.937 2.305
C9 0.365 0.618 0.765
C10 1.110 -0.266 -0.026
N1 5.201 -2.257 -4.216
H9 3.997 -4.255 -3.452
H10 -3.269 2.355 3.313
C11 -0.548 -2.008 0.286
O1 5.352 2.024 -5.561
O2 6.858 2.099 -3.598
N2 -3.611 1.407 3.429
C12 4.230 -2.223 -3.247
C13 -5.530 -0.145 3.639
H11 -7.246 -1.362 3.966
C14 2.725 -1.011 -1.614
C15 -4.997 1.174 3.604
C16 0.657 -1.567 -0.223
H12 0.795 1.588 0.989
S1 1.747 -2.390 -1.299
H13 2.756 0.998 -0.798
N3 -1.621 0.962 2.168
C17 -1.333 -1.143 0.954
C18 3.782 -1.044 -2.635
H14 -7.883 2.756 4.446
C19 -5.885 2.208 3.833
C20 -7.198 1.977 4.163
H15 4.129 1.084 -2.642
O3 -2.991 -0.734 2.828
H16 -5.467 3.196 3.814
H17 7.180 2.991 -3.857
N4 3.641 -3.431 -2.998

The calculation puts the HOMO energy at -7.569 eV. The calculation puts the relative energy (zero: lowest compared OMol25 entry of this formula, charge and spin) at 93.1 kJ/mol. The spin multiplicity is 1. The value obtained for the frontier orbital gap is 7.7 eV. Its SMILES is Nc1ncc(B(O)O)cc1-c1cc2cc(NC(=O)Nc3ccccc3)ccc2s1. The energy comes out at -44633.600 eV.

=====

frontier orbital gap of number 1 (C20H17BN4O3S)?
7.7 eV

=====

What is the formula in the second record?
C11H40N14O13S